120
Properties=species:S:1:pos:R:3 method="wB97M-V/def2-TZVPD" e_lumo_ev=2.42 orbital_gap_ev=2.21 total_charge=-2
H -5.031 7.039 -0.304
H 4.653 -4.737 6.124
H 0.494 -11.639 -4.181
H -0.367 3.934 2.121
H 0.594 -3.341 -9.604
H 3.072 -1.807 -0.796
H -0.114 -1.637 -5.492
Cl 2.431 -6.368 3.658
H -4.336 13.234 1.149
H 0.752 5.142 2.762
H 2.831 0.475 -3.826
O -0.038 -3.053 -3.309
C -1.808 1.287 -3.301
H 4.065 0.751 -1.179
H -4.513 1.737 4.992
C 1.190 -1.177 7.636
H -4.956 12.230 -0.167
H 3.599 -0.141 4.335
Cl 4.698 -3.836 3.963
C -0.306 -2.821 -9.271
O 0.630 -1.333 1.281
H 3.392 -1.463 3.180
C 0.649 -9.659 -3.312
H -1.147 -1.407 -2.468
Cl 5.348 -0.793 1.142
H 5.329 4.865 4.043
H -2.489 2.148 -2.992
C 0.247 3.549 4.141
H 4.087 4.551 6.238
H -1.704 -2.854 -7.613
H 5.577 3.943 6.970
H -1.219 -4.453 -8.203
C 0.252 -11.119 -3.253
H 0.316 -9.115 -2.427
H -0.902 1.704 -3.873
H 5.939 5.876 5.360
H -6.197 11.924 2.029
H 1.339 1.140 -0.813
H -0.625 2.979 4.461
C 1.324 -2.592 -3.096
C -0.617 -0.985 -4.688
H 3.479 1.862 -4.436
C -2.511 -8.066 -6.561
C -0.093 4.500 3.013
C 3.271 1.113 -1.991
H 1.013 2.843 3.812
C 3.679 -0.415 3.282
H -2.270 -8.583 -7.492
H 1.790 -2.078 -4.024
C 1.653 0.616 -1.773
C 3.710 -6.217 4.887
Cl 4.632 2.419 5.438
Cl 0.788 -2.807 7.038
Cl 3.628 -1.027 6.397
H 1.493 -0.353 5.652
C 1.986 -0.377 6.626
Ga 1.619 -1.420 -1.421
C 3.770 1.145 -3.615
Cl -5.490 0.242 3.450
H -5.992 2.380 4.267
Cl -5.750 4.596 1.090
C 5.826 4.846 5.015
H 3.380 -6.787 5.758
H -1.982 -2.441 -3.719
C -5.055 1.861 4.053
Cl -1.489 -11.333 -2.940
C 5.034 4.049 6.029
C -0.865 -3.434 -8.003
H 1.114 0.965 -2.710
C 0.256 -1.753 0.112
H 3.036 -4.275 5.577
H -1.049 -2.880 -10.069
C -4.249 2.651 3.043
C -4.533 7.017 0.668
O 3.451 2.435 -2.673
O -0.977 -2.379 -0.065
H -4.788 6.115 2.623
O -1.789 -0.364 -5.266
Cl -2.893 6.362 0.435
C -4.458 12.206 0.803
H -3.360 0.950 -4.845
Cl 7.469 4.197 4.783
C -5.255 11.414 1.819
C -2.620 0.274 -4.275
Cl -2.822 11.542 0.569
C 3.959 -4.776 5.281
Cl -2.621 1.971 2.804
Cl 0.362 -3.566 -6.719
H -3.266 -0.463 -3.683
Cl -4.254 -8.275 -6.251
C -2.108 -6.608 -6.613
H -6.274 6.734 1.891
H 2.100 0.652 6.975
Cl -1.483 5.547 3.407
H -4.115 3.676 3.397
H 4.613 -6.687 4.495
H 5.343 0.888 2.798
Cl -0.018 -8.839 -4.746
Cl 0.097 -1.097 -9.068
H -4.711 11.303 2.758
H 0.244 -0.675 7.843
Cl 2.481 0.571 2.408
H -1.451 0.728 -2.361
H -4.413 8.049 1.013
H 5.801 -0.696 3.439
H 1.957 -3.545 -2.944
C -5.331 6.225 1.682
Cl -5.671 9.786 1.226
C -0.962 -1.969 -3.455
H -2.439 -6.068 -5.725
H 0.197 -0.235 -4.371
H -1.981 -8.564 -5.745
Cl 0.904 4.400 5.567
C 5.092 -0.174 2.792
Cl -2.767 -5.771 -8.043
H -4.743 2.687 2.077
H 1.731 -1.287 8.577
H 1.735 -9.572 -3.375
H -1.020 -6.527 -6.674
H 0.783 -11.614 -2.437